Formula: C4H3NaO2
Source: OMol25
Level of theory: ωB97M-V/def2-TZVPD

Calculated values
* net charge: +1
* expectation value of S²: 0.77
* lowest unoccupied orbital energy (alpha / beta): -4.345 / -5.451 eV
* multiplicity: 2
* calculated total energy: -466.5768 Ha
* energy relative to the best compared isomer or geometry (same formula, charge and spin): 0.0 kcal/mol
* max |F|: 3.83 eV Å⁻¹
* E_HOMO (alpha / beta): -12.19 / -12.39 eV

Cartesian coordinates (Å):
C: 1.442 -0.909 1.550
C: 0.632 -0.290 0.864
C: -0.166 0.455 0.040
C: -0.602 0.210 -1.267
H: -1.424 1.108 0.097
H: 0.136 0.128 -2.078
O: 2.378 -1.475 2.222
H: 2.107 -2.330 2.591
O: -1.754 0.822 -1.352
Na: -2.748 2.280 -2.667